[1]
Molecular formula: C17H19N
Method: DFT, ωB97M-V/def2-TZVPD

Element x y z (Å)
C 0.598107 1.421373 -2.285665
C 0.298367 2.044138 -3.656920
C -0.442162 1.743034 -1.279833
C -1.848885 1.638370 -1.456967
C -0.242822 2.240819 0.022771
C -1.522775 2.304907 0.633202
C 0.850300 2.594957 0.839689
C -1.730461 2.541564 1.957195
C 0.662472 2.859693 2.182224
C -0.616738 2.936380 2.725415
N -2.478516 2.018456 -0.357253
H 0.634082 0.340420 -2.461049
H 1.563994 1.732766 -1.907318
H -0.743485 1.987575 -3.942651
H -2.363641 1.316148 -2.349521
H -3.486261 1.986139 -0.310528
H 1.859516 2.578099 0.449372
H -2.709631 2.494294 2.423129
H 1.564578 3.112654 2.729885
H -0.815586 3.215243 3.753822
H 1.024389 1.750322 -4.398248
H 0.357582 3.138422 -3.549357
C -0.682081 -3.629629 2.405499
C 2.177486 -2.227097 0.308239
C 1.851610 -2.759866 -0.931080
C 1.379611 -2.603949 1.391389
C 0.284268 -3.434886 1.271019
C 0.741278 -3.580376 -1.082893
C -0.038946 -3.936863 0.005447
H 2.997403 -1.525792 0.377339
H 2.472199 -2.542881 -1.790278
H 1.573498 -2.155624 2.360842
H 0.511297 -3.992282 -2.053063
H -1.309253 -4.509239 2.295231
H -1.331617 -2.762024 2.469038
H -0.856506 -4.635630 -0.153873
H -0.182673 -3.699633 3.365739

Forces on the atoms, in the same order (eV/Å):
-0.5 -0.4 -0.6
0.0 1.9 1.0
0.8 0.3 -0.1
0.1 0.1 -0.2
-0.7 0.2 0.7
-0.3 0.1 0.1
0.3 -0.9 -0.4
-0.1 0.7 0.4
0.3 0.9 -0.2
-0.2 -0.8 0.0
0.0 -0.8 -0.7
0.0 -0.1 0.4
0.2 0.0 0.0
-0.1 -0.9 -0.5
-0.1 0.0 0.1
0.0 0.1 0.5
0.0 0.0 -0.1
0.0 0.1 -0.2
-0.4 0.0 0.3
0.3 0.0 0.0
-0.2 -0.3 -0.3
0.5 -0.1 -0.1
0.3 0.0 0.3
-0.7 -0.6 -0.2
0.1 0.2 -0.2
0.5 1.0 0.4
-0.9 -0.2 -0.6
0.2 -0.3 0.1
0.4 0.0 -0.1
0.1 -0.1 0.3
0.0 0.1 -0.1
0.1 -0.1 0.1
0.0 0.0 -0.2
0.0 -0.1 -0.2
-0.2 0.1 0.0
0.0 0.2 0.2
0.2 -0.1 0.2

Summary:
ΔE to the lowest compared entry with this formula, charge and spin	17.6	kJ/mol
2S+1	2
⟨S²⟩	0.77
total charge	+1
max |F|	2.1	eV/Å
LUMO energy (spin up / spin down)	-3.62 / -6.72	eV


[2]
Molecular formula: C17H19N3
Method: DFT, ωB97M-V/def2-TZVPD

Element x y z (Å)
C -0.217081 -0.104068 -3.085706
H -0.890713 -1.003623 -3.507669
H -0.901567 0.514671 -2.557317
H 0.411732 0.242580 -3.903299
C 0.715090 -0.925157 -2.187645
C 1.728500 0.316988 -1.601439
C 3.049279 0.296683 -1.963308
C 4.085609 0.964649 -1.472310
C 3.703974 2.140898 -0.802256
C 2.240851 2.337266 -0.482250
C 1.462281 1.442261 -0.616158
N 0.182448 1.583144 -0.326091
C -0.947365 0.603171 -0.100088
N -2.168440 0.863480 -0.120869
C -2.733893 -0.299425 0.455377
C -4.112821 -0.408860 0.499937
C -4.561103 -1.604136 1.205437
C -3.503309 -2.250933 1.996503
C -2.176803 -2.077581 2.134641
C -1.805980 -0.783165 1.252545
N -0.527479 -0.376596 0.893884
C 0.735474 -0.380011 1.644098
C 0.935845 0.490554 2.820418
H 0.994961 1.622913 2.344321
H 1.986922 -0.027326 3.359350
H 0.033792 0.364613 3.485687
H 0.521350 -1.604112 1.827022
H 1.511219 -0.566872 1.026641
H -1.393680 -2.413246 2.506323
H -3.859036 -3.121840 2.646518
H -5.434703 -1.982658 1.510873
H -4.800149 -0.109662 -0.053661
H -0.422526 2.493838 -0.666791
H 1.939171 3.222067 -0.048592
H 4.335947 2.982601 -0.608809
H 5.080555 0.964442 -1.536276
H 3.429904 -0.924784 -2.375892
H 0.035949 -0.905723 -1.187048
H 1.335793 -1.577042 -2.406100

Forces on the atoms, in the same order (eV/Å):
-0.2 -5.4 -2.4
0.9 2.2 0.3
0.1 0.9 0.2
-0.7 0.8 -0.1
-6.1 12.5 7.7
1.1 -0.4 0.8
-0.7 -8.9 -1.9
-1.9 6.2 3.0
-3.2 -0.3 -0.3
13.0 7.7 0.8
-7.3 -12.2 -6.5
-10.4 2.8 0.6
7.3 2.5 3.4
-1.1 -0.5 -3.2
-2.0 5.2 -0.6
2.9 -8.5 6.1
7.3 3.2 0.4
-2.0 -3.3 1.9
-5.3 9.2 -7.5
2.0 -7.9 4.5
-2.6 2.8 -2.4
-4.3 -5.9 1.0
1.5 0.7 0.5
0.3 -2.7 1.9
-3.1 2.3 -1.4
1.2 0.5 -0.4
1.4 2.7 1.2
2.6 0.5 -2.3
6.1 -4.1 4.2
0.0 1.0 -1.0
-3.8 -0.7 0.0
-5.3 4.1 -5.2
2.7 -2.6 1.1
-0.4 1.9 1.1
0.6 0.0 0.3
3.7 -1.3 -1.2
-1.2 3.7 0.4
1.9 -2.0 -2.3
5.0 -6.7 -2.5

Summary:
ΔE to the lowest compared entry with this formula, charge and spin	1154.9	kJ/mol
total charge	0
max |F|	15.9	eV/Å
LUMO energy	0.69	eV


[3]
Molecular formula: C17H19N3O2S
Method: DFT, ωB97M-V/def2-TZVPD

Element x y z (Å)
C 2.256432 -4.850402 0.994415
C 1.466133 -3.593333 1.196156
C 0.094489 -3.561739 0.993676
C -0.629642 -2.405244 1.214870
C 0.010486 -1.249345 1.643364
N -0.694235 -0.066036 1.906561
C -1.987571 0.230498 1.654102
O -2.826918 -0.509542 1.199421
C -2.386672 1.640995 2.104750
S -1.097461 2.905495 1.938123
C -0.773296 2.741640 0.221131
N -1.360065 1.787214 -0.420264
C -1.065769 1.696032 -1.737054
C -0.216212 2.534267 -2.395289
C 0.443177 3.605887 -1.707661
O 1.216115 4.435803 -2.131188
N 0.089374 3.619035 -0.334115
C -0.124541 2.181967 -3.847042
C -0.786696 0.790924 -3.914765
C -1.651199 0.667813 -2.646894
C 1.398395 -1.252375 1.840164
C 2.128566 -0.015407 2.282550
C 2.095771 -2.427220 1.614237
H 3.201040 -4.638390 0.497536
H 2.481682 -5.308279 1.958188
H 1.698250 -5.568747 0.399511
H -0.420336 -4.451852 0.663322
H -1.694580 -2.389964 1.056134
H -0.129223 0.684587 2.281817
H -2.642249 1.624147 3.165973
H -3.256403 1.954126 1.528888
H 0.507041 4.351390 0.228963
H 0.906314 2.177966 -4.200148
H -0.671581 2.919304 -4.440528
H -1.374603 0.666127 -4.821799
H -0.015123 0.020459 -3.904213
H -1.626112 -0.324457 -2.198681
H -2.697943 0.914093 -2.839852
H 1.793647 0.311699 3.268118
H 3.195229 -0.214378 2.343417
H 1.980371 0.802069 1.575344
H 3.165915 -2.436828 1.768760

Forces on the atoms, in the same order (eV/Å):
0.0 0.0 0.1
-0.1 0.0 -0.1
0.3 0.1 0.1
-0.2 0.1 0.0
0.0 -0.4 -0.1
0.6 0.0 0.3
-0.2 0.4 0.2
-0.1 -0.2 0.0
0.1 0.2 -0.3
0.0 0.2 0.4
-0.3 -0.3 0.0
-0.2 0.1 0.3
0.6 0.5 -0.4
-0.2 -0.4 -0.1
-0.1 -0.1 0.2
0.2 0.2 -0.2
0.1 0.1 0.1
0.1 0.2 -0.1
0.0 0.0 0.0
0.0 -0.1 -0.1
0.0 0.0 0.0
-0.1 -0.1 -0.1
-0.2 0.0 0.0
0.1 -0.1 0.0
0.1 -0.1 0.0
0.0 -0.1 0.0
-0.1 -0.1 0.0
0.0 0.0 0.0
-0.2 0.0 -0.1
0.0 0.0 0.0
0.1 -0.2 0.1
0.0 -0.1 -0.1
0.0 0.0 -0.1
0.1 0.0 -0.1
0.0 -0.1 0.0
0.0 0.0 0.0
-0.1 0.0 0.0
-0.1 0.0 0.0
0.0 0.1 0.1
0.0 0.0 0.0
0.0 0.1 0.0
0.1 0.0 0.0

Summary:
ΔE to the lowest compared entry with this formula, charge and spin	0.0	kJ/mol
SMILES	Cc1ccc(NC(=O)CSc2nc3c(c(=O)[nH]2)CCC3)c(C)c1
total charge	0
max |F|	0.9	eV/Å
LUMO energy	0.39	eV


[4]
Molecular formula: C17H19N5O3
Method: DFT, ωB97M-V/def2-TZVPD

Element x y z (Å)
C -0.430693 -1.363178 1.707572
C -0.950685 -2.035207 0.310873
C -1.405385 -0.317087 2.472019
C -0.930337 -0.282060 3.943418
C -1.382389 -0.995369 5.109042
C 0.508695 0.021589 5.746336
C -0.565991 -1.742645 -2.223809
C -0.508783 -3.323057 -2.553203
C 0.210888 -0.943927 -3.332252
C 0.062374 0.587484 -3.112628
C -0.634644 1.497115 -3.963519
C 0.799625 1.530012 -2.217258
C 0.449485 2.859151 -2.458453
C 1.959006 1.386393 -1.576339
C 1.127840 3.959795 -2.076009
C 2.597394 2.491895 -0.881522
C 2.000154 3.738531 -1.079815
H 0.441112 0.287694 0.339125
H 0.994166 0.165278 2.116720
H -0.029522 -2.223324 2.313590
H -1.212198 0.751628 1.941349
H -2.554580 -0.520656 2.458777
H -2.436784 -1.419170 5.094112
H 1.385622 0.488717 6.301681
H -0.634534 -1.885977 7.069795
H 0.685217 -1.125237 -0.617224
H -1.539840 -1.627450 -2.523722
H 1.281672 -1.475018 -3.342278
H -0.394861 -0.972677 -4.381786
H -1.283411 1.239131 -4.704608
H -1.430563 3.290255 -3.278666
H 2.217361 0.431710 -0.987793
H 0.550663 4.881222 -2.268771
H 3.624750 2.427376 -0.234481
H 2.089298 4.626789 -0.339588
H -1.798981 -3.814066 -1.208998
N 0.698444 -0.574227 1.136704
N 0.361310 0.378935 4.474708
N -0.609441 -0.789985 6.231591
N -0.256032 -1.532938 -0.790469
N -0.225544 2.761989 -3.699731
O -1.953305 -2.811820 0.265836
O 0.639592 -3.844196 -3.119233
O -1.516168 -4.183418 -2.061094

Forces on the atoms, in the same order (eV/Å):
-0.4 0.8 -3.3
-2.0 0.1 0.3
-0.2 0.7 0.0
2.1 -0.5 4.5
-1.8 1.3 -3.7
-0.6 0.1 -1.4
0.9 -3.2 -0.8
6.5 -3.9 -1.3
0.0 0.3 -0.2
0.0 1.9 -1.0
3.7 -3.6 3.9
-1.0 -0.9 -1.3
0.4 -2.9 -4.3
3.8 -1.3 6.2
-3.1 1.2 0.5
0.9 -0.6 0.0
2.0 2.5 3.1
0.1 -3.0 3.5
-0.6 -2.9 -3.8
-0.5 1.2 -0.3
-0.6 -2.6 1.3
2.2 0.0 -0.1
1.8 0.1 0.6
-1.6 -1.3 -0.2
0.5 4.9 -3.3
-1.2 -0.9 0.0
-3.0 1.2 0.6
-2.1 1.8 -0.6
1.7 -1.1 2.5
-1.6 -0.3 -2.1
4.1 -1.1 -2.2
0.2 0.7 -1.9
1.1 0.0 0.1
-3.1 -0.3 -1.5
0.9 -1.6 -1.4
-0.6 0.6 0.6
1.8 6.1 3.5
-2.5 -1.8 0.2
1.2 -2.9 1.5
-0.3 -0.5 -1.0
-7.3 4.7 1.9
2.8 1.9 -0.3
-7.6 3.2 3.1
2.9 1.9 -2.0

Summary:
ΔE to the lowest compared entry with this formula, charge and spin	1270.1	kJ/mol
total charge	0
max |F|	8.9	eV/Å
LUMO energy	-0.34	eV


[5]
Molecular formula: C17H19N5O6S
Method: DFT, ωB97M-V/def2-TZVPD

Element x y z (Å)
O 10.275570 1.825553 0.863629
C 9.579350 1.206271 0.128736
O 9.872319 0.719707 -1.048890
H 8.977541 0.156070 -1.408036
C 7.991885 0.875548 0.431441
O 7.224444 0.197196 -0.326831
C 5.860267 -0.116383 -0.028236
C 5.325191 -0.728378 -1.321888
C 3.961971 -1.054786 -1.208463
C 3.285547 -0.708722 -0.030872
C 3.801557 0.293430 0.992444
C 5.094472 0.528458 0.792996
H 5.663742 0.837928 1.570844
H 3.303355 0.513198 1.860992
C 1.830858 -1.014250 -0.033960
N 1.208177 -1.713413 -0.698594
N 0.009388 -2.205063 -0.739096
C -1.023328 -1.843031 0.220578
O -0.715625 -1.073827 1.106394
C -2.382338 -2.356083 -0.099397
O -3.433386 -1.497204 0.011422
C -3.365757 -0.197471 -0.332781
N -2.314927 0.049441 -1.310505
S -2.480170 1.534747 -1.705621
N -3.721166 2.053345 -1.217340
C -4.007399 0.876865 -0.250437
N -5.069223 0.772550 0.682164
C -5.863335 2.315769 0.635670
C -7.212858 1.883852 -0.101023
H -7.785051 2.727229 -0.087232
O -7.853376 0.904658 0.174674
C -7.100896 -0.395105 0.097546
C -5.804673 -0.157491 1.141389
H -6.182858 -0.135889 2.126755
H -5.245285 -1.154199 1.100587
H -6.700559 -0.398788 -0.765402
H -7.681044 -1.168825 0.417631
H -6.810904 1.798265 -0.988625
H -5.324498 3.026481 0.300741
H -6.330304 2.486134 1.790396
H -2.452886 -3.357229 0.569626
H -2.543370 -2.599623 -1.038977
H -0.389969 -2.557264 -1.615976
H 1.280272 -0.778358 1.008817
H 3.436051 -1.603551 -1.956253
H 6.102811 -1.131451 -2.050113
H 7.611805 1.944812 0.733289
H 8.098622 0.418859 1.605790

Forces on the atoms, in the same order (eV/Å):
0.1 -0.1 -0.1
-3.8 -1.0 0.0
-2.2 -2.6 -2.7
3.5 2.3 1.4
3.6 4.7 9.1
-2.2 -3.0 -2.8
2.3 -1.8 -10.0
0.7 -0.6 3.7
2.4 0.6 0.7
-1.1 3.4 0.6
-2.4 -5.3 -5.3
0.6 0.7 2.9
1.4 2.3 2.6
-1.4 0.7 1.6
3.1 6.0 11.9
-2.7 -6.6 -9.8
-4.5 -0.4 1.9
3.2 1.7 -1.4
-1.3 -0.9 0.2
1.2 -2.0 4.1
-3.2 1.9 3.2
8.8 -4.8 -5.8
-0.5 -0.5 1.4
8.5 -2.1 -5.6
-7.2 -1.4 7.1
-7.8 4.5 2.5
3.3 13.4 -2.5
-6.6 -9.3 7.3
7.3 8.6 -0.1
-1.9 2.6 0.0
-5.8 -11.5 4.4
0.1 4.6 7.6
-4.3 -8.6 -1.6
-0.4 0.9 1.3
-0.8 1.1 0.2
2.6 -0.7 -6.5
-1.9 -1.9 0.4
1.9 -0.1 -5.9
3.8 4.7 -2.5
2.1 -0.3 -2.7
-0.6 2.4 -1.2
0.8 -2.3 -4.8
1.1 0.2 0.4
1.7 0.5 -1.8
-0.3 -0.3 -0.4
-1.5 0.8 0.8
0.3 -1.5 -0.8
-0.3 0.8 -2.8

Summary:
total charge	0
max |F|	14.0	eV/Å
LUMO energy	-0.10	eV


Q: Look up the max |F| of the second one.
A: 15.9 eV/Å